Below is C2H5NOS in the gas phase in a non-equilibrium geometry, with properties calculated with the ωB97M-V functional and the def2-TZVPD basis.

```
10
Properties=species:S:1:pos:R:3:mulliken_charge:R:1
C -0.39595 -0.24299 0.19230 0.432
C -1.33424 0.87118 0.22616 -0.959
N -0.47235 -1.43577 0.34317 -0.478
O 2.62241 -0.44510 -0.06919 -0.484
S 1.42667 0.76463 -0.11129 -0.090
H -2.38520 0.41467 0.59299 0.281
H -0.90719 1.79849 0.73646 0.331
H -1.54418 0.94749 -0.85692 0.310
H 0.18538 -2.13405 0.03114 0.299
H 2.80466 -0.53855 -1.08481 0.357
```

E_HOMO = -8.86 eV
Orbital gap = 9.37 eV
ΔE to the lowest compared entry with this formula, charge and spin = 63.1 kcal/mol
SMILES = [H]/N=C(/C)SO
E_tot = -607.30624 a.u.
Maximum force = 4.47 eV Å⁻¹
Net charge = 0

Below is 6 unconnected molecules or ions with the total composition C7H24FO5S2 in a non-equilibrium geometry, with properties calculated with the ωB97M-V functional and the def2-TZVPD basis.

```
39
Properties=species:S:1:pos:R:3:mulliken_charge:R:1
F 0.23720 0.16646 -0.22213 -0.771
C -2.75825 -0.59313 -2.66523 -0.330
O -1.47388 -0.05799 -2.49928 -0.468
H -3.46024 -0.39526 -1.84628 -0.014
H -3.18996 -0.29512 -3.62119 0.286
H -2.63481 -1.68723 -2.71416 0.222
H -1.03252 -0.41085 -1.70504 0.224
C 0.15081 -3.15294 -0.38673 -0.655
O -0.82683 -2.25849 0.08323 -0.432
H -0.15309 -4.15548 -0.07556 0.276
H 0.22991 -3.13935 -1.47334 0.231
H 1.11019 -2.98631 0.10728 0.227
H -0.44651 -1.34062 0.06472 0.267
C 0.79918 -0.34456 3.17249 -0.424
O 1.41547 0.72215 2.44822 -0.500
H 0.27732 -0.96863 2.44163 0.109
H 1.62831 -0.94089 3.56737 0.231
H 0.13492 0.01435 3.95869 0.221
H 1.14379 0.65177 1.51013 0.311
C -2.64696 0.38820 1.37296 -0.232
S -2.98729 2.08083 0.86382 0.415
O -2.29496 2.22384 -0.47065 -0.540
C -4.74129 1.84581 0.43825 -0.961
H -1.57201 0.29390 1.54632 -0.274
H -2.84456 -0.35020 0.59775 0.151
H -3.14383 0.21614 2.33110 0.470
H -5.37408 1.95919 1.32395 0.358
H -4.99945 0.94372 -0.11415 0.265
H -5.03712 2.68457 -0.19661 0.334
C 5.31745 1.61195 -1.54120 -0.946
S 4.20018 1.71142 -0.11601 0.442
O 2.86071 2.21919 -0.55685 -0.538
C 3.93558 -0.04445 -0.00638 -0.654
H 4.73150 1.43915 -2.44450 0.318
H 6.03291 0.79696 -1.40338 0.322
H 5.95551 2.48630 -1.67741 0.322
H 2.95911 -0.27342 0.42446 0.062
H 4.68893 -0.64005 0.51051 0.388
H 3.80866 -0.42098 -1.02681 0.288
```

E_HOMO = -5.60 eV
Orbital gap = 8.43 eV
ΔE to the lowest compared entry with this formula, charge and spin = 13.4 kcal/mol
E_tot = -1553.47101 a.u.
Maximum force = 2.39 eV Å⁻¹
Net charge = -1